{
  "formula": "C32H53AlN3P2",
  "method": "ωB97M-V/def2-TZVPD",
  "elements": ["Al", "C", "C", "C", "P", "C", "C", "C", "C", "C", "C", "C", "C", "C", "C", "N", "C", "C", "C", "C", "C", "C", "C", "P", "C", "C", "C", "C", "C", "C", "H", "H", "H", "H", "H", "H", "H", "H", "H", "H", "H", "H", "H", "H", "H", "H", "H", "H", "H", "H", "H", "H", "H", "H", "H", "H", "H", "H", "H", "H", "H", "H", "H", "H", "H", "H", "H", "H", "H", "H", "C", "C", "N", "C", "C", "N", "C", "C", "H", "H", "H", "H", "H", "H", "H", "H", "H", "H", "H", "H", "H"],
  "positions_angstrom": [[-0.42846, 0.37369, 0.46740], [0.61434, 3.66849, 1.20080], [-0.24996, 4.05399, 0.00250], [0.50834, 4.94879, -0.97070], [-0.84286, 2.44109, -0.73570], [-2.58236, 2.73709, -1.35230], [-3.04876, 1.54749, -2.18110], [-2.78216, 4.04849, -2.10520], [0.34694, 1.95409, -2.01460], [0.48074, 2.71709, -3.17230], [1.38844, 2.38179, -4.16910], [1.52974, 3.22059, -5.39280], [2.15694, 1.23599, -3.98090], [2.04104, 0.46709, -2.83810], [1.14754, 0.80379, -1.82350], [0.88034, -0.01781, -0.72010], [1.47764, -1.28471, -0.53340], [2.84514, -1.52381, -0.56490], [3.33114, -2.80961, -0.40540], [2.48214, -3.88931, -0.16510], [3.01154, -5.27981, -0.05930], [1.11534, -3.63951, -0.05820], [0.60864, -2.35791, -0.24410], [-1.14666, -1.89921, -0.37340], [-1.55766, -2.24901, -2.18140], [-1.06496, -3.63171, -2.60280], [-0.93416, -1.22901, -3.12440], [-2.34016, -2.93341, 0.64030], [-2.60906, -4.37821, 0.23370], [-1.92396, -2.87521, 2.10620], [1.10334, 4.54339, 1.62460], [-0.03026, 3.21989, 1.95810], [1.38584, 2.95189, 0.90090], [-1.14466, 4.58199, 0.35350], [1.41534, 4.46779, -1.33180], [-0.10556, 5.23589, -1.82010], [0.79014, 5.86529, -0.45610], [-3.16956, 2.78119, -0.42200], [-2.49086, 1.49239, -3.11490], [-2.92786, 0.61039, -1.62440], [-4.10146, 1.66279, -2.43210], [-2.26196, 4.04919, -3.05890], [-3.84376, 4.16259, -2.31650], [-2.47466, 4.91359, -1.52290], [-0.15676, 3.57649, -3.31790], [0.58674, 3.68619, -5.67100], [2.24984, 4.01899, -5.20900], [1.89794, 2.63159, -6.22720], [2.84784, 0.93129, -4.75220], [2.62894, -0.43471, -2.76110], [3.52934, -0.70521, -0.72940], [4.39184, -2.98471, -0.49180], [4.07694, -5.30421, -0.26890], [2.84604, -5.69311, 0.93480], [2.50334, -5.93071, -0.76950], [0.44924, -4.46981, 0.12670], [-2.65316, -2.19991, -2.23460], [0.02094, -3.67441, -2.58860], [-1.45236, -4.44521, -2.00240], [-1.38606, -3.80591, -3.62870], [0.14074, -1.38411, -3.18430], [-1.34356, -1.36811, -4.12290], [-1.11956, -0.20351, -2.81810], [-3.28186, -2.37511, 0.51900], [-1.70786, -4.98401, 0.25160], [-3.30896, -4.80491, 0.95250], [-3.08376, -4.44591, -0.74020], [-0.94326, -3.32671, 2.25080], [-1.92276, -1.83681, 2.44670], [-2.63526, -3.42941, 2.71510], [-0.80356, 0.51209, 5.20520], [-0.92966, 0.73329, 3.68340], [0.35054, 0.50239, 3.00550], [0.82514, -0.86381, 3.24820], [0.87594, -1.16951, 4.76110], [0.58294, 0.08389, 5.49270], [1.53674, 1.14279, 5.08920], [1.35574, 1.41089, 3.57780], [-1.49296, -0.25911, 5.55030], [-1.02566, 1.42359, 5.76240], [-1.25756, 1.75559, 3.47450], [-1.67726, 0.05769, 3.25530], [1.81674, -0.95391, 2.79500], [0.16794, -1.56761, 2.73560], [1.86064, -1.53941, 5.05410], [0.13444, -1.92051, 5.04480], [0.67354, -0.08451, 6.50040], [2.55174, 0.81159, 5.32260], [1.33924, 2.04459, 5.67380], [2.29754, 1.26169, 3.04640], [1.04434, 2.44069, 3.42320]],
  "forces_ev_per_a": [[0.040, -0.150, -0.871], [-0.155, 0.099, -0.093], [-0.035, -0.431, 0.199], [-0.108, -0.055, -0.069], [-0.249, 0.699, -0.279], [0.165, -0.285, 0.181], [0.022, -0.060, 0.162], [0.148, 0.038, 0.144], [-0.102, -0.160, 0.309], [0.095, -0.091, -0.128], [-0.152, -0.081, 0.144], [0.090, 0.190, -0.085], [-0.206, 0.200, 0.159], [0.061, -0.149, 0.226], [-0.110, 0.376, -0.432], [0.045, 0.294, 0.770], [0.089, -0.544, 0.094], [-0.078, 0.136, 0.046], [-0.216, -0.108, 0.011], [-0.097, 0.212, 0.012], [0.032, -0.181, 0.032], [0.105, 0.062, 0.054], [-0.085, 0.197, -0.064], [-0.198, -0.615, 0.313], [-0.117, 0.485, 0.097], [-0.031, -0.158, 0.249], [-0.109, 0.158, 0.126], [0.254, 0.383, 0.056], [-0.072, 0.065, -0.166], [-0.174, 0.131, -0.124], [0.046, 0.036, 0.067], [0.063, -0.018, 0.107], [0.089, 0.022, 0.064], [0.029, -0.166, -0.043], [0.029, 0.008, -0.028], [0.026, 0.033, -0.083], [0.016, 0.042, 0.094], [0.152, -0.012, -0.080], [0.027, -0.081, -0.022], [-0.065, -0.024, -0.159], [-0.058, -0.019, 0.033], [0.052, 0.021, -0.093], [-0.067, -0.012, -0.007], [0.025, 0.086, -0.024], [0.018, 0.083, -0.045], [-0.026, -0.001, -0.064], [0.032, 0.054, -0.067], [-0.014, 0.004, -0.119], [0.098, -0.042, -0.074], [0.034, -0.009, 0.009], [0.067, 0.079, -0.057], [0.160, -0.022, 0.032], [0.044, -0.083, 0.002], [0.021, -0.034, 0.055], [0.041, -0.075, -0.031], [-0.082, -0.079, 0.016], [0.108, 0.019, 0.090], [0.094, 0.007, -0.018], [0.006, -0.091, 0.024], [-0.055, 0.063, -0.067], [0.063, 0.020, -0.008], [-0.029, -0.034, -0.061], [0.021, 0.037, -0.100], [0.181, -0.016, 0.017], [0.046, -0.113, -0.048], [0.007, 0.005, 0.025], [0.042, -0.068, -0.074], [0.100, -0.023, 0.048], [0.066, -0.036, 0.166], [-0.060, 0.020, 0.053], [-0.914, 0.259, -0.070], [-0.447, 0.066, -0.050], [-0.274, 0.038, -0.820], [0.143, -0.471, -0.224], [0.219, -0.841, -0.377], [0.030, -0.102, 0.646], [0.649, 0.592, -0.099], [0.283, 0.374, -0.245], [0.156, -0.022, 0.053], [0.187, -0.080, 0.020], [0.063, -0.117, 0.046], [0.072, 0.080, 0.167], [-0.129, -0.038, 0.068], [0.125, 0.021, 0.156], [-0.116, 0.135, 0.091], [0.054, 0.164, 0.065], [0.014, 0.016, -0.133], [-0.187, -0.070, 0.019], [-0.067, -0.207, 0.015], [-0.083, 0.042, 0.062], [0.023, -0.081, 0.012]],
  "charge": 3,
  "e_lumo_ev": -9.4850,
  "energy_ha": -2339.7060,
  "homo_energy_ev": -15.064
}